[1]
14
Properties=species:S:1:pos:R:3:forces:R:3 method="wB97M-V/def2-TZVPD" fmax_ev_per_a=2.86 e_above_lowest_ev=3.596 homo_lumo_gap_ha=0.36723 charge=0 smiles="C[C@]12N[C@H]1CC2=O"
C 0.526816 -1.624218 -0.775199 -0.02 -0.13 -0.32
C 0.399355 -0.234396 -0.250211 -1.03 -0.22 -1.37
N 1.419501 0.163575 0.657620 -2.19 0.26 1.82
C -0.210070 0.120513 1.032211 1.77 -0.15 0.64
C -0.906937 1.397003 0.663932 0.38 0.02 -1.36
C -0.591980 0.766187 -0.962585 -0.81 -0.46 1.06
O -1.145981 0.657481 -2.015854 0.59 0.50 1.26
H -0.470439 -1.989820 -1.027013 0.14 -0.13 -0.15
H 0.986229 -2.287402 -0.032385 -0.11 0.29 -0.10
H 1.153757 -1.614432 -1.665907 -0.04 -0.18 -0.09
H 1.572334 1.155323 0.757904 0.15 0.32 -0.55
H -0.650034 -0.593416 1.730540 0.68 0.16 -0.09
H -0.268964 2.274002 0.624041 0.26 0.16 0.55
H -1.792803 1.669465 1.291402 0.22 -0.44 -1.31


[2]
14
Properties=species:S:1:pos:R:3:forces:R:3 method="wB97M-V/def2-TZVPD" fmax_ev_per_a=6.87 e_above_lowest_ev=3.153 homo_lumo_gap_ha=0.38843 charge=0
C 0.015228 -0.604435 0.853759 1.67 0.22 2.49
C 1.390581 -0.689307 0.924579 -0.45 1.29 -2.09
C 2.171179 -0.032721 -0.060042 3.23 -1.70 2.49
C 1.539402 0.589101 -1.036355 -2.73 1.98 -2.27
C 0.109787 0.783579 -0.864748 1.24 0.97 -3.67
H -4.610169 -0.102035 0.285286 5.28 -1.74 -2.73
H -2.686086 0.178935 0.187701 -3.68 -2.99 -2.24
H -0.431699 -0.975489 1.783087 -0.89 -0.18 -0.88
H 1.820605 -1.177030 1.726298 0.91 -1.05 1.41
H 3.337500 -0.018894 0.012472 -2.32 -0.31 -0.25
H 2.034671 0.968126 -1.943911 -0.28 0.12 0.73
H -0.528389 1.350872 -1.586290 1.18 -0.11 0.34
N -0.606429 0.224197 0.022245 -1.80 -1.16 1.82
O -3.556182 -0.494899 -0.304080 -1.34 4.67 4.85


[3]
15
Properties=species:S:1:pos:R:3:forces:R:3 method="wB97M-V/def2-TZVPD" fmax_ev_per_a=4.52 e_above_lowest_ev=5.705 homo_lumo_gap_ha="0.27556 / 0.27532" charge=0
C -0.770425 -0.908848 0.477183 0.03 -0.87 -1.63
C -0.727614 0.300263 -0.313993 2.79 1.01 2.07
C 0.749049 0.309670 -0.832145 -2.02 2.75 -1.51
C -1.573029 1.319968 -0.170882 0.24 -0.02 -0.63
C 1.554446 1.364485 -0.637627 -0.64 -0.54 0.07
O 1.437321 -1.424571 1.082535 0.89 0.97 -0.65
O -1.943686 -1.448290 0.829636 -0.32 0.13 -0.59
N 0.273775 -1.661170 0.340532 -0.85 -3.42 2.83
H 1.911715 -2.267000 1.068897 -0.42 0.12 -0.20
H -1.773873 -2.334815 1.183563 0.24 0.10 0.04
H 0.957408 -0.364280 -1.653309 -0.05 -0.16 0.10
H -2.488326 1.200663 0.387942 -0.08 -0.03 0.06
H -1.365058 2.271201 -0.635476 -0.12 0.10 -0.16
H 1.385241 2.054876 0.174444 -0.21 0.24 -0.03
H 2.373057 1.587848 -1.301301 0.52 -0.39 0.21


[4]
15
Properties=species:S:1:pos:R:3:forces:R:3 method="wB97M-V/def2-TZVPD" fmax_ev_per_a=4.68 e_above_lowest_ev=3.420 homo_lumo_gap_ha=0.35420 charge=0 smiles="[H]/N=C1/O[C@]1(C)C(=C)O"
C -0.528690 -1.460064 -0.952529 0.04 -0.12 0.31
C -1.463710 0.329627 0.681050 1.28 -3.16 -0.27
C -0.411869 -0.608930 0.286619 1.15 4.23 -1.63
C 0.905361 0.267163 0.449938 0.02 -1.99 -0.13
C 1.426010 1.002784 -0.527040 -0.13 -0.14 0.00
O 1.481457 0.075498 1.661480 0.01 -0.26 0.06
N -2.250056 1.260327 0.732851 -0.40 0.06 1.58
O -1.097752 -0.960258 1.435836 -1.92 1.67 0.71
H 2.379558 0.430411 1.666149 -0.16 0.15 -0.02
H -2.069681 2.118730 0.224873 0.04 -0.48 -0.58
H -1.524507 -1.897943 -0.995745 -0.01 -0.04 0.06
H -0.381327 -0.869550 -1.855255 0.16 -0.01 0.08
H 0.211243 -2.257193 -0.902036 0.04 -0.06 -0.15
H 0.905098 1.148385 -1.455289 -0.09 -0.13 -0.20
H 2.418865 1.421010 -0.450901 -0.03 0.28 0.19


[5]
15
Properties=species:S:1:pos:R:3:forces:R:3 method="wB97M-V/def2-TZVPD" fmax_ev_per_a=3.02 e_above_lowest_ev=2.989 homo_lumo_gap_ha=0.30864 charge=0 smiles="C[N@@H+]1C(=O)C=C[C@H]1[O-]"
C -0.875369 1.627493 -0.426772 0.12 0.12 0.15
N -0.390276 0.500218 0.380115 0.19 -0.76 -0.18
C 1.123799 0.482520 0.608641 -0.65 0.58 -0.20
C -0.797590 -1.146057 -0.150925 1.70 -0.05 -2.02
C 1.544880 -0.858010 0.379661 -0.21 -0.90 -0.40
C 0.543923 -1.702506 -0.055026 0.87 0.55 2.84
O 1.713778 1.514904 0.809910 -0.27 -0.54 -0.01
O -1.910681 -1.536308 0.139711 -0.48 0.15 0.23
H -0.890421 0.438090 1.263945 0.07 0.15 0.08
H -0.338329 -1.130811 -1.347609 -1.40 0.80 0.16
H 2.585344 -1.126572 0.458109 0.07 0.05 -0.19
H 0.652653 -2.769934 -0.184504 0.01 0.02 -0.38
H -1.942152 1.506402 -0.606530 0.05 -0.09 -0.02
H -0.327075 1.633623 -1.366731 -0.09 0.01 0.00
H -0.692485 2.566946 0.098004 0.01 -0.08 -0.07


[6]
15
Properties=species:S:1:pos:R:3:forces:R:3 method="wB97M-V/def2-TZVPD" fmax_ev_per_a=6.82 e_above_lowest_ev=4.045 homo_lumo_gap_ha=0.36676 charge=0
C 0.460306 -0.662304 -0.700775 0.75 -1.70 -1.63
C -0.567817 -1.034379 0.460052 -2.93 -0.69 -4.45
C 0.383377 -0.486355 1.353657 -0.42 2.89 4.12
C 0.699746 0.500997 0.253405 2.68 1.30 0.05
C -0.611252 1.151825 -0.039124 1.53 -0.83 1.25
H 2.513733 -0.802001 -0.867797 -4.13 -4.32 -0.61
H -0.059284 -0.193834 -1.566099 0.72 -1.55 -0.60
H -1.258369 -1.902903 0.452770 1.20 0.09 0.51
H 1.060603 -1.160505 1.707539 2.44 -1.55 0.52
H -0.095094 0.010639 2.203913 0.18 -0.24 0.38
H 1.487242 1.322022 0.179110 -0.47 -1.64 0.21
H -2.458886 0.093994 -0.157553 3.05 0.16 1.05
N -1.424020 0.149508 0.219748 -6.00 -1.30 -0.56
O 1.576053 -1.639043 -0.960732 2.46 6.28 0.99
O -0.752049 2.234959 -0.470943 -1.07 3.10 -1.23


[7]
15
Properties=species:S:1:pos:R:3:forces:R:3 method="wB97M-V/def2-TZVPD" fmax_ev_per_a=8.98 e_above_lowest_ev=5.240 homo_lumo_gap_ha=0.34379 charge=0 smiles=N[C@@H]1[C@H]2O[C@@H]3[C@H](O2)[C@H]13
C 0.856912 0.512313 -0.413383 -3.76 -2.08 -2.98
C -0.025932 0.981022 0.672450 0.32 5.75 2.19
C -1.048135 -0.995039 0.595525 0.84 0.22 2.59
C -1.581477 -0.012136 -0.445505 -1.46 2.00 1.14
C -0.327164 -0.645742 -0.688249 1.41 -0.73 -1.49
H 2.891554 -0.317519 -0.627793 -4.09 1.09 2.93
H 1.914725 -0.784930 0.784004 -0.67 -0.59 0.55
H 0.853353 1.096091 -1.457473 0.63 -0.93 2.84
H 0.248849 1.989152 1.322179 -0.20 -2.74 -1.68
H -1.472973 -1.836222 1.380753 1.15 1.89 -3.02
H -2.413787 -0.044306 -1.188240 0.56 -0.05 1.29
H -0.416097 -1.114992 -1.617873 0.81 -1.57 -1.03
N 1.960381 -0.057578 0.119237 8.32 -0.53 -3.34
O -0.211717 -0.079017 1.515178 -2.10 -1.34 0.08
O -1.228485 1.308907 0.049192 -1.74 -0.39 -0.06


[8]
15
Properties=species:S:1:pos:R:3:forces:R:3 method="wB97M-V/def2-TZVPD" fmax_ev_per_a=3.20 e_above_lowest_ev=3.581 homo_lumo_gap_ha=0.35762 charge=0 smiles="C[C@H]1C(=O)C1=C=O.N"
C -1.118100 1.245237 0.716583 0.79 0.56 0.62
C -1.811564 1.677147 -0.251386 -0.75 -0.49 0.13
C -0.421075 1.681504 1.934668 -1.24 -1.89 -2.27
C -0.127890 0.358741 1.356949 1.27 -0.71 1.10
C 1.212067 0.024950 0.698704 2.50 0.49 0.24
N 0.376957 -2.069595 -2.152257 -0.69 -0.64 -1.83
O -2.607990 2.032511 -0.994820 -0.67 0.80 -1.40
O -0.399128 2.567257 2.684186 0.69 1.80 2.01
H -0.621157 -0.501894 1.877817 0.71 0.61 -0.36
H 0.973548 -0.832310 0.076124 0.57 -0.19 -0.20
H 2.045877 -0.238634 1.486860 -1.88 0.20 -1.30
H 1.794988 0.807600 0.019005 -1.96 -1.18 1.43
H 1.118352 -2.723724 -2.580974 -1.72 1.43 0.73
H 0.068300 -1.362338 -2.913886 0.81 -1.76 1.58
H -0.483183 -2.666453 -1.957574 1.56 0.96 -0.47


[9]
15
Properties=species:S:1:pos:R:3:forces:R:3 method="wB97M-V/def2-TZVPD" fmax_ev_per_a=6.67 e_above_lowest_ev=8.342 homo_lumo_gap_ha=0.38221 charge=0 smiles="CC1=NO[C@@H]2CO[C@@H]12"
C 2.484661 -0.545215 -0.074424 -3.54 -2.92 -0.26
C 1.162080 0.068077 0.070977 -3.32 -2.45 -2.11
C -1.031957 0.710893 -0.319491 -4.25 -4.35 2.74
C -2.391816 -0.037718 0.108083 -0.73 2.07 -0.59
C -0.361142 -0.475353 0.245195 1.28 1.74 1.49
H 2.535750 -1.162300 -0.964187 -0.60 -0.92 0.15
H 2.772576 -1.046560 0.796046 0.04 -1.50 1.29
H 3.269566 -0.011957 -0.257732 4.10 4.68 -0.85
H -1.007049 0.672351 -1.313728 -0.37 -0.81 -4.47
H -2.713543 0.070412 1.270519 1.27 -0.92 -2.66
H -3.455639 0.296689 -0.542016 3.42 -1.79 1.45
H -0.365153 -0.338459 1.364211 -0.83 -1.03 -0.46
N 0.914695 1.269412 -0.101291 3.81 4.55 0.67
O -0.371774 1.731619 0.030874 2.56 5.72 2.30
O -1.441248 -1.201887 -0.313038 -2.83 -2.06 1.32


[10]
15
Properties=species:S:1:pos:R:3:forces:R:3 method="wB97M-V/def2-TZVPD" fmax_ev_per_a=8.60 e_above_lowest_ev=8.292 homo_lumo_gap_ha=0.27700 charge=0
C -2.472798 0.097908 0.234194 1.94 -1.30 -0.28
C -0.811638 -0.229048 -0.236412 -6.65 -0.02 3.13
C 0.047493 -1.228463 -0.157513 1.02 -4.18 -0.01
C 1.395879 -0.655638 -0.253505 1.36 4.63 1.75
C 1.069912 0.737410 -0.220043 1.75 1.22 1.03
H -2.107761 1.269428 0.987922 -2.31 -3.99 -2.42
H -3.177734 -0.856011 0.732556 2.59 3.09 -0.86
H -2.902589 0.137421 -0.826913 -0.02 1.13 1.80
H -0.333757 -2.303988 -0.063037 1.14 1.68 -0.23
H 2.901259 -2.121715 -0.045654 0.42 5.90 1.60
H 2.671413 1.317695 0.021103 -1.69 3.38 0.29
H -0.699311 1.731182 -0.435379 -0.04 1.17 -0.02
N -0.224624 0.949510 -0.052438 0.38 0.18 -1.74
O 2.856692 -0.792195 0.291757 -3.53 -7.20 -3.11
O 1.787560 1.946509 0.023364 3.61 -5.69 -0.94


[11]
15
Properties=species:S:1:pos:R:3:forces:R:3 method="wB97M-V/def2-TZVPD" fmax_ev_per_a=3.91 e_above_lowest_ev=3.918 homo_lumo_gap_ha=0.37764 charge=0 smiles="CO[C@]12C[C@H]1C=NO2"
C -2.561584 -0.208376 0.084864 2.25 -0.95 0.56
C -0.263081 0.084448 0.000737 0.61 -2.70 -2.76
C -0.062318 1.319279 0.748872 0.61 -0.40 -0.69
C 0.793379 0.997396 -0.530575 0.69 -0.29 -0.27
C 2.018867 0.176643 -0.299198 -0.08 -0.93 0.84
H -3.327711 -0.854372 -0.237694 -0.85 -0.54 -0.86
H -2.866818 0.800563 0.201876 -0.37 1.05 -0.49
H -2.297436 -0.535437 1.098062 0.01 -0.13 -0.13
H 0.529479 1.138563 1.637458 -0.43 0.59 0.36
H -0.863685 2.041527 0.671999 0.36 0.25 0.21
H 0.808851 1.465454 -1.525102 -0.74 0.31 0.81
H 3.042217 0.425715 -0.532900 -0.01 0.15 -0.18
N 1.802475 -0.996001 0.216512 0.09 2.07 -0.68
O -1.353310 -0.368609 -0.773200 -0.98 1.77 2.42
O 0.454087 -1.097183 0.416015 -1.15 -0.25 0.86


[12]
15
Properties=species:S:1:pos:R:3:forces:R:3 method="wB97M-V/def2-TZVPD" fmax_ev_per_a=3.20 e_above_lowest_ev=7.081 homo_lumo_gap_ha="0.28144 / 0.25299" charge=0
C -0.286022 -0.813616 -0.458482 -3.09 0.80 0.20
C 2.146490 -0.990891 -0.301108 1.57 0.40 0.43
C 0.147682 0.264048 0.217492 1.78 -0.47 0.03
C -2.312173 -0.032728 -0.182612 0.11 -1.25 -0.68
C 0.257068 1.361011 0.885125 0.21 0.21 -0.31
O 2.998350 0.074487 -0.205221 -0.04 0.18 0.03
N -2.710061 1.019015 0.340044 0.31 0.26 0.18
O 2.589137 -2.093798 -0.486293 -0.85 0.27 0.02
H 3.921224 -0.243800 -0.284856 -0.27 -0.10 -0.04
H -3.725499 1.169013 0.373587 0.20 -0.22 -0.13
H -0.260381 -0.826875 -1.540745 0.10 0.01 0.07
H -0.404755 -1.759486 0.055128 0.09 0.03 -0.05
H -2.934969 -0.827700 -0.625643 -0.13 0.14 0.08
H 1.223052 1.758210 1.164998 0.01 -0.09 0.09
H -0.649144 1.943111 1.048586 0.00 -0.17 0.08


[13]
15
Properties=species:S:1:pos:R:3:forces:R:3 method="wB97M-V/def2-TZVPD" fmax_ev_per_a=9.36 multiplicity=3 e_above_lowest_ev=4.788 homo_lumo_gap_ha="0.24636 / 0.27853" charge=0 s_squared=2.031
C -1.130786 -0.253487 0.124270 -1.21 -0.26 -1.39
C 0.062921 0.078092 0.673755 3.07 0.20 -3.43
C 1.343966 0.251948 -0.120578 -1.83 0.99 9.13
C -2.252936 -0.353094 -0.539270 -0.73 1.96 0.19
C 0.172586 -0.181198 2.109644 -0.74 3.67 3.47
N 1.493051 0.354023 -1.409092 -2.83 -0.75 -5.83
O 2.413024 0.682926 -2.139021 2.29 0.79 -0.21
O 0.324894 -0.034442 -2.069546 -0.92 -0.50 2.16
H 2.166628 0.808008 0.411716 -0.87 -1.07 -0.34
H 0.507419 0.075426 -2.966240 0.78 0.38 -2.56
H -2.777619 0.590705 -0.938835 0.97 -1.05 0.69
H -2.915176 -1.194961 -0.710918 0.62 -0.51 0.12
H 0.920234 0.499958 2.722300 -1.48 -1.18 -1.41
H 0.514463 -1.132104 2.174462 1.21 -3.01 0.62
H -0.842670 -0.191797 2.677355 1.67 0.35 -1.20


[14]
16
Properties=species:S:1:pos:R:3:forces:R:3 method="wB97M-V/def2-TZVPD" fmax_ev_per_a=3.35 multiplicity=3 e_above_lowest_ev=1.484 homo_lumo_gap_ha="0.32569 / 0.25887" charge=0 s_squared=2.033
C -0.399040 -1.412836 1.249222 -0.45 1.28 2.62
C -0.696128 -0.732622 -0.777356 2.13 -0.45 -1.85
C 0.322285 -0.714960 0.324725 -0.87 -1.18 1.06
C -2.075363 -0.314964 -0.686765 -2.46 2.27 0.13
C 1.797437 -0.326285 0.393500 -0.48 -0.33 0.62
N -0.409927 -1.232623 -1.924978 0.11 0.69 -0.02
O 0.596388 -1.576729 -2.524449 0.45 -0.36 0.17
O 0.956958 -2.162970 3.738045 0.23 0.16 -0.35
S -0.226045 -2.426319 2.883484 -0.26 1.17 -1.64
H -1.475427 -1.021588 1.222560 1.17 -1.97 0.21
H -2.992509 -0.900881 -0.586871 0.76 -1.07 0.18
H -2.241238 0.217398 -1.602838 -0.34 0.30 -0.69
H -2.228788 0.478894 0.037339 0.30 0.14 0.44
H 2.099567 -0.853517 1.341888 0.31 0.74 -0.99
H 1.958557 0.806773 0.526648 -0.43 -1.79 -0.36
H 2.359478 -0.721576 -0.473596 -0.18 0.41 0.45


[15]
17
Properties=species:S:1:pos:R:3:forces:R:3 method="wB97M-V/def2-TZVPD" fmax_ev_per_a=3.49 e_above_lowest_ev=6.012 homo_lumo_gap_ha=0.30984 charge=0 smiles="C[S@@](=O)(O)=C=CSC=C=N"
C 1.445249 1.520595 -2.153998 -0.65 1.22 -0.25
C 1.639628 0.303557 0.418070 0.58 0.05 -1.83
C 0.751789 0.767661 -2.957126 -0.95 -0.78 -0.66
C 0.453163 -0.100032 0.015476 -0.88 -0.06 1.79
C -1.014910 -0.740252 2.943043 -0.61 0.61 -2.78
N -0.069551 0.195780 -3.652088 0.97 -1.55 -0.94
O -1.900974 0.256267 0.608536 -3.02 -1.55 -0.81
O -1.044083 -2.046769 0.732350 -0.43 -1.43 -0.46
S 2.548296 0.980534 -0.950436 1.81 0.33 0.36
S -0.723907 -0.695687 1.073214 0.76 -0.31 -0.35
H 1.202539 2.581125 -2.356436 0.72 -0.40 0.42
H 2.327943 0.135519 1.236652 -0.48 0.22 0.58
H -1.654306 -1.594509 2.921123 -0.76 -0.34 0.33
H -0.129668 -1.016986 3.438125 1.17 0.39 0.76
H -1.531281 0.195367 3.068353 0.16 0.25 1.05
H -2.592444 -0.364262 0.094030 2.22 1.91 1.56
H 0.292520 -0.377906 -4.478888 -0.60 1.45 1.25


[16]
16
Properties=species:S:1:pos:R:3:forces:R:3 method="wB97M-V/def2-TZVPD" fmax_ev_per_a=3.85 e_above_lowest_ev=1.991 homo_lumo_gap_ha=0.38386 charge=0 smiles="CC1(C)N=C(O)OC1=O"
C 0.230073 -0.255208 -0.110285 -0.26 0.57 0.25
C 0.641195 -1.444620 0.751171 -0.11 0.19 -0.08
C 0.670567 -0.418412 -1.561192 -0.11 0.07 0.19
C -1.326674 -0.040968 -0.034954 0.71 -0.18 -0.07
O -1.616185 1.139441 0.485281 1.37 -0.02 0.01
N 0.795517 0.999822 0.453882 1.09 0.09 0.05
C -0.025434 1.810609 0.803584 -2.88 -2.32 -1.06
O -2.086044 -0.889281 -0.421153 -0.22 0.23 0.10
O -0.397132 2.926200 1.295228 -1.12 0.55 0.22
H -1.405251 2.768420 1.207931 1.48 0.94 0.45
H 0.139167 -2.332675 0.373120 0.01 -0.05 -0.01
H 1.720282 -1.583521 0.709209 0.01 -0.02 -0.02
H 0.345538 -1.292772 1.788969 0.00 0.00 0.01
H 0.395647 0.455738 -2.150914 0.00 0.00 -0.01
H 0.168966 -1.289799 -1.976738 0.01 -0.04 -0.03
H 1.749768 -0.552974 -1.613139 0.01 -0.03 0.00